Formula: C35H73N3O7S2
Source: the OMol25 dataset
Level of theory: ωB97M-V/def2-TZVPD

The value obtained for the highest occupied orbital energy is -7.853 eV. Its LUMO energy is 0.4 eV. The spin multiplicity is 1. Its frontier orbital gap is 8.30 eV.

XYZ file:
```
120
Properties=species:S:1:pos:R:3:forces:R:3
C 1.117 14.402 -10.625 0.43 -1.50 -0.56
C 2.521 14.742 -10.129 0.99 -0.42 -0.60
C 3.181 15.556 -11.240 1.03 0.41 -0.31
S 1.926 16.503 -12.069 -1.51 -0.32 1.64
O 1.889 16.154 -13.467 0.37 0.61 -0.02
O 1.899 17.849 -11.521 0.46 -0.16 -1.11
C 0.563 15.662 -11.209 -0.14 1.30 0.64
H 0.522 13.861 -9.893 -0.20 0.65 0.27
H 1.202 13.648 -11.418 0.24 0.07 -0.11
H 3.167 13.867 -10.025 -0.36 -0.26 0.17
H 2.623 15.264 -9.178 -0.61 0.20 -0.05
H 3.624 14.983 -12.056 -0.05 -0.41 0.28
H 3.958 16.213 -10.849 -0.12 0.19 -0.14
H -0.319 15.689 -11.846 0.04 -0.46 -0.04
H 0.421 16.339 -10.362 -0.38 0.17 -0.18
C -0.863 13.736 -18.085 0.81 1.26 -0.22
C -2.292 14.242 -18.259 -0.34 -0.70 -0.73
C -2.882 14.426 -16.849 1.03 0.44 -0.15
S -1.385 14.967 -15.841 0.72 0.69 -2.11
O -0.955 14.011 -14.863 -0.50 -0.62 0.40
O -1.574 16.345 -15.493 -0.27 0.21 0.34
C -0.178 14.841 -17.256 -0.66 -0.88 1.26
H -0.279 13.634 -19.000 -0.41 -0.20 -0.25
H -0.845 12.784 -17.555 0.05 0.02 0.09
H -2.872 13.567 -18.893 -0.17 -0.34 0.47
H -2.326 15.142 -18.876 0.28 0.40 0.51
H -3.309 13.509 -16.451 0.06 0.03 0.10
H -3.575 15.264 -16.817 -0.10 -0.11 0.29
H 0.784 14.546 -16.840 -0.12 -0.06 0.22
H -0.048 15.815 -17.722 -0.43 -0.07 -0.24
C -7.722 14.157 -3.242 2.04 -0.07 0.59
C -8.698 12.997 -3.456 -1.41 1.95 0.61
C -10.027 13.629 -3.958 -0.44 0.36 -0.86
C -9.946 14.256 -5.352 1.77 -3.04 -0.22
C -9.210 13.251 -6.355 -0.85 1.38 0.44
C -8.069 12.337 -5.838 -0.90 -1.07 -0.72
N -8.270 12.023 -4.425 -1.02 -0.79 -0.58
O -7.315 11.099 -3.952 0.28 0.92 -0.09
C -8.197 10.989 -6.627 -0.62 -0.14 -0.04
C -6.738 12.958 -6.175 0.87 1.08 0.42
C -9.071 12.310 -2.136 0.64 -0.54 0.46
H -6.723 13.807 -2.935 -0.03 -0.55 -0.19
H -7.874 14.846 -2.408 -0.97 -0.01 -0.17
H -7.479 14.730 -4.134 -0.51 0.14 -0.05
H -10.803 12.866 -3.872 -0.02 -0.06 -0.33
H -10.406 14.510 -3.429 0.49 -0.49 1.18
H -9.278 15.109 -5.263 -0.74 0.59 -0.25
H -10.961 14.364 -5.723 0.18 0.89 -0.14
H -8.812 13.945 -7.098 0.16 -0.47 -0.40
H -9.997 12.670 -6.834 0.16 -0.23 0.01
H -9.216 10.596 -6.570 -0.09 0.22 0.35
H -8.048 11.106 -7.703 0.35 0.32 0.06
H -7.580 10.164 -6.273 0.38 0.36 0.13
H -6.587 13.062 -7.250 -0.01 -0.33 -0.03
H -6.677 13.976 -5.785 -0.07 0.06 -0.04
H -5.874 12.457 -5.731 -0.03 -0.32 -0.26
H -10.048 12.556 -1.722 -0.03 0.44 -0.33
H -8.338 12.557 -1.365 0.05 -0.25 0.04
H -9.086 11.230 -2.279 0.17 0.01 0.05
H -6.481 11.585 -4.056 0.22 -0.38 0.32
C -6.087 13.783 -12.912 -0.05 0.58 1.71
C -5.172 13.572 -11.657 0.97 -0.19 -1.37
C -5.718 12.342 -10.902 -1.25 1.84 1.97
C -4.811 11.734 -9.837 0.67 0.30 -1.09
C -3.553 11.302 -10.613 -0.59 -1.79 0.18
C -2.846 12.437 -11.358 1.08 -0.04 0.67
N -3.815 13.257 -12.109 -0.01 -2.06 0.03
O -3.198 14.206 -12.936 -0.24 0.12 0.30
C -2.047 13.191 -10.281 -0.48 1.19 0.38
C -1.783 11.890 -12.353 -0.99 0.06 -0.54
C -5.127 14.830 -10.804 -1.94 0.45 1.06
H -6.405 12.838 -13.347 0.31 0.06 -0.31
H -5.668 14.508 -13.606 0.18 -0.28 -0.17
H -6.968 14.264 -12.475 -0.29 -0.08 -0.33
H -6.469 12.816 -10.254 -0.65 -0.15 -0.47
H -6.266 11.662 -11.549 0.52 -0.34 -0.07
H -5.352 11.011 -9.223 0.22 -0.71 -0.61
H -4.598 12.469 -9.055 0.34 0.36 -0.36
H -3.812 10.513 -11.331 -0.62 0.36 -0.34
H -2.902 10.671 -10.000 0.62 0.83 0.28
H -1.564 14.094 -10.654 -0.07 -0.11 -0.33
H -2.726 13.556 -9.506 0.04 -0.12 0.12
H -1.280 12.599 -9.782 -0.10 -0.34 -0.22
H -1.278 10.975 -12.043 0.17 0.27 0.54
H -2.264 11.599 -13.293 -0.15 0.08 -0.01
H -1.100 12.699 -12.601 0.28 -0.22 0.03
H -6.125 15.137 -10.451 -0.36 -0.49 -0.28
H -4.866 15.759 -11.310 1.03 -0.36 -0.09
H -4.671 14.635 -9.832 0.83 0.30 -0.35
H -3.079 13.686 -13.740 0.31 0.37 -0.15
C -6.192 17.896 -13.935 0.14 -0.58 0.35
C -6.528 17.887 -15.451 0.56 -0.37 0.29
C -6.576 16.451 -15.937 -0.41 -1.29 0.01
C -7.933 15.748 -15.706 2.97 -0.55 -0.63
C -9.063 16.468 -16.377 -0.87 -1.27 1.51
C -9.177 17.928 -15.818 0.04 -0.74 -1.86
N -7.829 18.517 -15.760 0.71 -0.38 -0.85
O -7.855 19.852 -15.307 -0.47 0.08 0.23
C -9.986 18.690 -16.882 -0.14 -0.33 -0.10
C -9.966 17.851 -14.496 0.68 1.39 0.14
C -5.333 18.501 -16.217 -0.72 0.99 -0.46
H -7.130 18.061 -13.407 0.38 0.32 0.49
H -5.351 18.516 -13.616 -0.64 0.98 -0.27
H -5.755 16.963 -13.561 -0.58 -0.49 -0.41
H -6.211 16.317 -16.960 -0.48 0.45 -0.28
H -5.876 15.835 -15.369 0.31 0.39 0.10
H -7.883 15.545 -14.632 -1.28 0.52 0.20
H -7.721 14.747 -16.096 -0.67 -0.08 -0.31
H -9.916 15.825 -16.115 -0.56 0.83 0.54
H -9.147 16.253 -17.444 1.04 1.02 -0.30
H -9.590 18.512 -17.882 0.08 -0.28 0.08
H -10.970 18.222 -16.803 -0.29 0.47 -0.37
H -10.030 19.777 -16.823 -0.14 -0.06 0.66
H -10.396 18.824 -14.225 0.18 0.17 -0.08
H -10.849 17.223 -14.567 0.37 -0.50 0.15
H -9.227 17.634 -13.723 -0.57 -0.66 0.32
H -4.979 19.436 -15.782 0.18 -0.22 0.31
H -5.607 18.792 -17.235 -0.27 -0.32 -0.04
H -4.540 17.760 -16.310 0.20 0.14 0.37
H -8.597 19.866 -14.683 0.33 0.31 0.20
```
Forces are in eV/Å.

Formula: C26H29BFeN11O4
Source: the OMol25 dataset
Level of theory: ωB97M-V/def2-TZVPD

The value obtained for the highest occupied orbital energy (alpha / beta) is -4.545 / -4.557 eV. Its LUMO energy (alpha / beta) is 2.4 / 2.4 eV. Its charge is -1. The spin multiplicity is 1. Its frontier orbital gap (alpha / beta) is 6.90 / 6.91 eV.

XYZ file:
```
72
Properties=species:S:1:pos:R:3:forces:R:3
Fe -0.044 -0.204 -0.575 0.74 1.38 -0.24
N -0.460 0.719 2.997 -0.02 0.01 0.08
C -0.044 -0.678 2.871 -0.02 0.05 -0.11
C -0.937 -1.603 2.030 0.22 -0.28 -0.07
O -1.642 -2.416 2.659 -0.11 0.00 0.05
N -0.841 -1.529 0.698 -0.07 0.55 0.59
C -1.711 -2.443 -0.030 0.04 0.00 0.04
C -2.143 -1.826 -1.348 0.11 0.05 -0.20
O -3.190 -2.154 -1.896 0.04 -0.08 0.00
O -1.288 -0.981 -1.825 -0.11 -0.28 -0.05
H -0.371 1.180 2.104 -0.01 0.05 -0.23
H -1.449 0.747 3.222 -0.01 -0.01 0.04
H -0.030 -1.108 3.872 0.05 -0.10 -0.04
H 0.976 -0.694 2.475 -0.02 0.03 0.01
H -2.574 -2.752 0.558 0.01 0.02 0.01
H -1.160 -3.358 -0.302 -0.08 -0.07 0.06
C 2.808 2.584 1.583 0.01 0.01 -0.02
C 2.430 1.294 1.191 0.14 0.04 -0.15
N 1.488 1.341 0.254 -0.28 -0.32 0.46
N 1.237 2.645 0.032 -0.15 -0.01 0.11
C 2.011 3.411 0.818 -0.02 0.00 0.07
B 0.152 3.086 -0.975 -0.14 -0.01 -0.06
N 0.378 2.352 -2.304 0.24 0.08 -0.01
C 0.374 2.842 -3.552 -0.04 -0.03 -0.04
C 0.501 1.787 -4.432 0.02 0.00 0.05
C 0.568 0.661 -3.603 0.10 -0.05 -0.03
N 0.511 1.013 -2.325 -0.42 -0.28 0.20
N -1.224 2.653 -0.443 0.11 0.05 0.17
C -2.348 3.357 -0.232 -0.07 -0.03 0.03
C -3.318 2.491 0.233 0.04 0.01 0.01
C -2.678 1.245 0.276 0.00 0.03 0.00
N -1.421 1.362 -0.127 -0.09 -0.60 -0.22
H 3.537 2.868 2.320 0.00 0.00 0.00
H 2.798 0.340 1.534 -0.03 -0.01 0.04
H 1.943 4.485 0.773 -0.01 0.00 -0.01
H 0.195 4.280 -1.131 -0.02 -0.03 0.00
H 0.276 3.901 -3.726 0.03 0.01 0.02
H 0.537 1.822 -5.506 0.00 0.00 0.00
H 0.641 -0.381 -3.871 -0.06 -0.01 0.03
H -2.378 4.415 -0.432 0.02 0.01 0.01
H -4.335 2.721 0.499 0.00 0.00 -0.01
H -3.058 0.279 0.570 0.01 0.00 -0.01
C 3.171 6.350 -4.219 -0.02 -0.05 0.01
C 3.486 4.928 -3.837 0.02 0.01 0.00
C 4.010 4.031 -4.760 -0.02 -0.01 0.01
C 4.287 2.711 -4.432 0.02 0.02 -0.02
C 4.037 2.269 -3.139 -0.03 0.01 -0.03
N 4.245 0.946 -2.705 0.28 0.12 0.00
C 4.862 -0.082 -3.354 -0.28 0.03 0.02
O 5.468 0.003 -4.405 0.09 0.02 0.03
N 4.764 -1.308 -2.695 0.06 -0.09 -0.05
C 3.820 -1.742 -1.755 0.08 0.09 0.08
C 4.039 -2.910 -1.028 0.08 0.00 0.03
C 3.110 -3.300 -0.083 -0.01 0.11 0.05
C 1.983 -2.515 0.133 0.05 -0.14 0.02
N 1.769 -1.411 -0.572 -0.65 -0.24 -0.61
C 2.643 -1.049 -1.506 0.01 -0.04 0.17
C 3.506 3.151 -2.200 0.07 -0.02 -0.02
C 3.237 4.460 -2.550 0.05 -0.02 -0.01
H 3.757 6.664 -5.083 0.00 0.01 0.00
H 3.381 7.035 -3.397 0.00 0.01 0.00
H 2.115 6.463 -4.477 -0.01 0.01 0.00
H 4.207 4.367 -5.772 0.01 0.01 0.00
H 4.692 2.031 -5.164 0.02 -0.01 -0.01
H 3.910 0.762 -1.774 0.12 0.09 0.02
H 5.360 -2.007 -3.107 -0.03 0.01 -0.05
H 4.937 -3.492 -1.199 -0.01 0.00 0.00
H 3.261 -4.198 0.499 -0.02 -0.01 -0.01
H 1.220 -2.769 0.858 -0.04 0.01 -0.02
H 2.372 -0.161 -2.050 -0.11 -0.15 -0.07
H 3.282 2.802 -1.196 0.14 0.02 -0.14
H 2.815 5.128 -1.807 -0.01 0.00 0.01
```
Forces are in eV/Å.

Formula: C4H17NO5S
Source: the OMol25 dataset
Level of theory: ωB97M-V/def2-TZVPD

The expectation value of S² is 0.754. The value obtained for the highest occupied orbital energy (alpha / beta) is -13.685 / -13.608 eV. Its LUMO energy (alpha / beta) is -3.7 / -9.1 eV. Its charge is +1. The spin multiplicity is 2. Its frontier orbital gap (alpha / beta) is 9.94 / 4.50 eV.

XYZ file:
```
28
Properties=species:S:1:pos:R:3:forces:R:3
C -1.820 0.214 0.534 0.23 -0.66 1.68
C -2.192 1.663 0.825 -1.24 0.28 -0.80
S -1.205 2.446 2.045 0.54 0.04 0.28
C -0.499 0.143 -0.188 0.64 -0.75 -0.62
N 0.618 -0.239 0.461 -0.82 0.82 0.36
C 0.750 -0.789 1.797 0.94 -0.04 0.31
O -0.449 0.452 -1.377 -0.55 0.41 0.01
H -1.778 -0.287 1.519 0.11 -0.04 -0.52
H -2.648 -0.267 0.013 0.25 0.19 -0.40
H -2.303 2.272 -0.077 0.17 -0.03 0.19
H -3.183 1.574 1.315 0.17 0.33 -0.06
H -0.769 3.549 1.393 -0.05 -0.04 -0.17
H 1.464 -0.094 -0.080 0.02 -0.29 -0.11
H -0.159 -1.213 2.200 -0.11 -0.09 -0.26
H 1.484 -1.586 1.721 -0.19 -0.14 0.18
H 1.147 -0.059 2.499 -0.03 0.27 0.04
H -0.289 -3.940 0.820 0.16 -0.08 -0.53
H 0.281 -3.114 -0.454 -0.40 -0.46 0.11
O 0.113 -3.123 0.511 -0.10 0.28 0.51
H 0.949 2.337 -0.531 -0.19 -0.33 -0.44
H 2.163 3.156 -0.295 0.77 0.26 0.14
O 1.273 3.235 -0.622 -0.69 -0.04 0.32
H 2.223 0.406 -3.045 0.94 -0.27 0.01
H 1.046 -0.045 -2.364 0.37 -0.30 0.62
O 2.012 -0.240 -2.356 -0.99 1.00 -0.48
H 1.332 -2.001 -1.862 -0.20 -0.40 -0.52
H -0.104 -1.903 -2.354 -0.12 -0.14 -0.10
O 0.543 -2.547 -2.049 0.37 0.22 0.24
```
Forces are in eV/Å.

Formula: C4H8O2
Source: the OMol25 dataset
Level of theory: ωB97M-V/def2-TZVPD

The value obtained for the highest occupied orbital energy is -7.175 eV. Its LUMO energy is 0.7 eV. The spin multiplicity is 1. Its frontier orbital gap is 7.88 eV.

XYZ file:
```
14
Properties=species:S:1:pos:R:3:forces:R:3
O 1.391 -1.940 -0.170 0.36 -0.03 0.15
C 1.383 -0.585 0.103 -1.95 -1.55 0.66
C 0.107 1.354 0.577 0.30 0.36 -0.30
C -0.901 1.190 -0.574 -0.12 -0.03 -0.09
C -1.145 -0.258 -0.197 -0.01 0.01 -0.31
O -0.060 -0.355 0.781 2.65 0.59 -1.23
H 1.337 -2.415 0.671 0.07 -0.01 -0.16
H 2.063 -0.264 0.881 -0.18 0.16 0.16
H 1.550 -0.079 -0.845 -0.62 0.33 0.29
H -0.379 1.670 1.481 -0.58 0.17 0.53
H -1.791 1.820 -0.528 -0.01 -0.05 0.00
H -0.450 1.313 -1.569 -0.05 -0.03 0.18
H -1.036 -1.028 -0.970 0.01 0.10 0.13
H -2.069 -0.422 0.359 0.13 0.00 0.01
```
Forces are in eV/Å.

Ordered energy results: -2864.39960, -3200.29219, -991.42479, -307.49777; unit hartree.
Ordered F_max results: 3.5, 1.6, 1.8, 3.0; unit eV Å⁻¹.